[1]
Entry from OMol25: a single C17H24Cl2N2O2 molecule (the ωB97M-V functional and the def2-TZVPD basis).

Properties
LUMO level = 0.021 Ha
SMILES = CCN(CC)CC1(O)CCN(C(=O)c2ccc(Cl)c(Cl)c2)CC1
Molar mass = 359.30 g/mol

```
47
Properties=species:S:1:pos:R:3:forces:R:3
N 1.013616 1.829722 -2.434127 0.0 -0.2 0.0
H 2.649725 0.740498 -1.388088 -0.1 0.1 0.0
H 1.498462 1.882112 0.380695 0.0 0.1 0.0
C -1.135948 -2.192192 3.497260 -0.2 -0.1 0.2
C -1.776816 -4.346114 4.356042 -0.1 0.0 0.0
H 1.282859 -1.918905 -0.061223 0.0 -0.1 0.0
H -0.459826 3.365036 -4.364858 0.0 0.0 -0.1
C -0.847737 3.281452 -3.352978 0.3 -0.1 0.2
C -0.063645 -1.161992 3.281824 -0.2 -0.1 0.0
C -3.451297 -2.840219 3.514552 0.1 -0.1 0.1
H -0.067373 -1.758406 -1.183196 0.0 -0.1 0.0
C 0.287040 3.084478 -2.341326 -0.1 0.2 0.0
H -1.387889 4.195083 -3.119254 -0.1 0.1 0.0
H -0.905250 -2.261069 1.066539 0.0 0.2 -0.1
H -1.415585 -0.636157 0.581280 0.0 -0.1 0.0
C -3.105971 -4.067945 4.073277 0.0 0.2 -0.1
Cl -5.100153 -2.472225 3.172636 -0.1 0.1 -0.1
H 3.365775 2.313924 -4.834350 0.1 0.0 -0.1
C 0.425246 -1.298996 -0.325771 0.0 0.2 0.0
H 2.109728 -0.154885 1.716866 0.0 0.1 0.1
C -0.799255 -3.409367 4.078105 0.0 0.1 -0.1
H -1.547396 2.448819 -3.318528 -0.1 -0.1 0.0
H -0.205792 1.442308 0.536265 -0.1 0.1 0.0
H 0.233247 -3.615289 4.313113 0.1 0.0 0.0
O 0.596518 -0.749463 4.218741 0.2 -0.1 0.2
H 0.241639 -0.108832 -2.725653 0.0 0.0 0.0
H 3.401286 2.771002 -3.128959 0.1 0.0 0.1
H -0.759257 0.927287 -1.704008 -0.1 0.0 0.0
N 0.108453 -0.716508 2.021793 0.1 0.1 -0.1
Cl -4.321098 -5.237992 4.421182 0.0 -0.1 0.1
C -0.547127 -1.252588 0.848586 -0.2 -0.3 -0.4
C 2.757430 2.643052 -3.995757 -0.2 -0.2 0.0
O 2.345725 -0.084014 -0.984363 0.3 -0.2 0.0
C 0.972468 0.090508 -0.701796 -0.6 0.2 -0.1
C 1.683527 1.599039 -3.708409 0.2 0.1 -0.1
H 0.972706 1.563115 -4.550325 0.0 -0.1 0.0
C -2.468374 -1.907055 3.227775 0.2 -0.1 0.1
H 1.116472 0.974776 2.652196 0.1 -0.1 -0.1
C 1.117467 0.305371 1.788536 0.2 0.4 0.2
C 0.809037 1.045940 0.498029 0.2 -0.3 -0.1
H 2.322359 3.605319 -4.251596 0.0 0.1 0.0
H 1.009450 3.896619 -2.449687 -0.1 0.0 0.1
H -2.752321 -0.954391 2.809051 -0.1 0.1 -0.1
C 0.272670 0.669725 -1.955891 0.3 -0.2 0.3
H -1.519188 -5.295233 4.798596 0.0 -0.1 0.0
H -0.119573 3.145347 -1.329209 0.1 0.1 0.0
H 2.163966 0.619308 -3.643587 -0.1 0.0 -0.1
```
Forces are in eV/Å.

Atomic charges from the natural (NBO) analysis, expressed in e, are listed below: number 1, N, carries -0.487; number 2, H, carries 0.479; number 3, H, carries 0.231; number 4, C, carries -0.107; number 5, C, carries -0.212; number 6, H, carries 0.232; number 7, H, carries 0.204; number 8, C, carries -0.638; number 9, C, carries 0.666; number 10, C, carries -0.055; number 11, H, carries 0.216; number 12, C, carries -0.206; number 13, H, carries 0.218; number 14, H, carries 0.227; number 15, H, carries 0.182; number 16, C, carries -0.069; number 17, Cl, carries 0.031; number 18, H, carries 0.218; number 19, C, carries -0.426; number 20, H, carries 0.207; number 21, C, carries -0.167; number 22, H, carries 0.203; number 23, H, carries 0.202; number 24, H, carries 0.232; number 25, O, carries -0.614; number 26, H, carries 0.197; number 27, H, carries 0.208; number 28, H, carries 0.194; number 29, N, carries -0.431; number 30, Cl, carries 0.035; number 31, C, carries -0.215; number 32, C, carries -0.619; number 33, O, carries -0.733; number 34, C, carries 0.264; number 35, C, carries -0.215; number 36, H, carries 0.168; number 37, C, carries -0.212; number 38, H, carries 0.233; number 39, C, carries -0.222; number 40, C, carries -0.447; number 41, H, carries 0.203; number 42, H, carries 0.197; number 43, H, carries 0.233; number 44, C, carries -0.238; number 45, H, carries 0.234; number 46, H, carries 0.195; number 47, H, carries 0.204

[2]
Entry from OMol25: a gas-phase ion, CH4FN2 (charge +1) at a distorted geometry (the ωB97M-V functional and the def2-TZVPD basis).

Properties
LUMO level = -0.177 Ha
SMILES = NC(=[NH2+])F
Molar mass = 63.06 g/mol
Energy relative to the best compared isomer or geometry (same formula, charge and spin) = 1.330 eV
Net charge = +1

```
8
Properties=species:S:1:pos:R:3:forces:R:3
H 1.090245 -0.454519 1.665407 2.5 -1.9 1.7
C 0.122948 -0.225074 -0.085800 6.2 -4.5 -2.3
N -0.556320 0.365792 -1.007810 -0.3 0.0 2.8
H -1.288010 0.953254 -0.695927 -0.9 1.1 0.2
N 0.395530 -0.030797 1.181600 -5.0 2.2 -3.5
H -0.525613 0.208832 -1.965700 0.5 -1.0 -2.0
F 1.112627 -1.338372 -0.698959 -3.7 4.2 2.2
H -0.351406 0.520884 1.607188 0.8 0.0 0.8
```
Forces are in eV/Å.

Atomic charges from the natural (NBO) analysis, expressed in e, are listed below: number 1, H, carries 0.467; number 2, C, carries 0.935; number 3, N, carries -0.715; number 4, H, carries 0.439; number 5, N, carries -0.711; number 6, H, carries 0.474; number 7, F, carries -0.329; number 8, H, carries 0.441

[3]
Entry from OMol25: a molecular structure, C27H32N4O4S2Sc (the ωB97M-V functional and the def2-TZVPD basis).

Properties
LUMO level = -0.134 Ha
Molar mass = 585.67 g/mol
Energy relative to the best compared isomer or geometry (same formula, charge and spin) = 1.527 eV
Net charge = +1

```
70
Properties=species:S:1:pos:R:3:forces:R:3
C -0.755318 3.200556 -0.613420 0.0 0.1 0.0
H 1.007062 3.162902 2.528976 0.0 0.0 0.0
H -3.581249 0.387141 2.178322 0.0 0.0 0.0
Sc -0.074859 0.583148 0.849686 0.4 -0.4 -0.4
H -1.223405 -3.122294 0.018344 0.0 0.0 0.0
H -2.817051 2.414052 2.719825 0.0 0.0 0.0
C -4.384291 -2.243614 -1.997958 0.0 0.0 0.0
C 2.640448 2.405383 1.361915 0.0 0.1 -0.1
H -3.055526 -1.235016 -3.346399 0.0 0.0 0.0
N 2.878266 -1.482419 -0.872437 -0.2 -0.1 0.2
H -2.534140 3.577329 0.596761 0.0 0.0 0.0
C 4.339859 -3.188387 -2.561317 0.0 -0.1 -0.1
H 4.937367 -2.534845 -1.942545 0.0 0.0 0.0
H 5.983843 -3.962574 -3.683763 0.0 0.0 0.0
C -3.139927 -1.791662 -2.419726 0.0 0.0 -0.1
N 2.319068 -2.462175 -1.405838 -0.1 0.0 0.0
H -2.587529 2.058338 -1.937875 0.0 0.0 0.0
H -5.262362 -2.020357 -2.591342 0.0 0.0 0.0
H -3.484015 1.586856 0.312981 0.0 0.0 0.0
C 2.153508 -4.085410 -3.150930 0.1 0.0 0.0
H 1.278471 -2.587099 -1.287018 0.1 0.1 0.0
C 2.963274 -3.251256 -2.390902 -0.1 0.0 0.1
H 2.146981 5.252277 3.141302 0.0 0.0 0.0
H -1.094005 4.509806 1.070270 0.0 0.0 0.0
C -1.855673 -0.722845 2.908566 -0.2 0.0 0.0
C 3.942292 4.776359 2.067271 0.0 0.0 0.0
H 1.081802 -4.080269 -2.999390 0.0 0.0 0.0
C 2.005777 3.355238 2.161350 0.0 0.0 0.0
H 4.450461 5.690464 2.341148 0.0 0.0 0.0
C 2.651482 4.530860 2.511032 0.0 0.0 0.0
C 4.913428 -3.988543 -3.533291 0.0 0.0 0.0
C -3.354254 -3.317147 -0.122534 -0.1 0.0 0.0
C 4.578509 3.826084 1.280976 0.0 0.0 0.0
N 2.629193 0.385936 0.261391 -0.3 0.2 0.1
H 2.137046 -5.530789 -4.726375 0.0 0.0 0.0
C -1.978945 -2.066721 -1.689068 0.0 -0.2 0.1
H 0.307083 3.439833 -0.558485 0.0 0.0 0.0
O -0.831549 1.791823 -0.852644 -0.1 0.0 0.1
S -0.419946 -1.430336 -2.193215 0.0 0.2 0.1
H -5.471561 -3.364227 -0.519416 0.0 0.0 0.0
H -1.793986 0.457407 -2.002579 0.0 -0.1 -0.1
C 4.122098 -4.829298 -4.307980 0.0 0.0 0.0
H -2.319428 -0.823765 3.890766 0.0 0.0 0.0
H -1.202943 3.741565 -1.447934 0.1 0.0 0.0
H -1.745809 1.225718 4.574888 0.0 0.0 0.0
H -3.498934 -1.303895 1.631966 0.0 0.0 0.0
C -2.114190 -2.861515 -0.540804 0.0 0.0 0.0
H -3.768741 0.138036 -0.695415 0.0 0.0 0.1
H -1.319425 -1.638965 2.669102 0.0 0.0 0.0
H -0.139575 1.801746 4.098504 0.0 0.0 0.0
S 0.899229 -1.634435 1.036733 0.1 0.1 0.4
C -1.445241 3.546928 0.690813 0.0 0.0 0.1
C 3.944183 2.644841 0.930918 0.0 0.1 0.0
C -1.110307 1.477769 3.724936 0.0 -0.1 0.0
O -1.085961 2.503372 1.603958 0.1 0.1 0.1
C -4.505355 -2.996364 -0.838258 0.0 0.0 0.0
C -1.743347 2.560034 2.869738 0.0 0.0 0.0
C 2.748404 -4.878744 -4.118278 0.0 0.0 0.0
H -3.424061 -3.946080 0.758255 0.0 0.0 0.0
H 5.589831 4.001768 0.938897 0.0 0.0 0.0
C 2.152498 -0.828990 0.114934 0.5 0.0 -0.3
H 4.583562 -5.451667 -5.062672 0.0 0.0 0.0
H -1.587717 3.539057 3.331433 0.0 0.0 0.0
O -0.842090 0.303419 2.947743 -0.1 0.0 -0.2
O -2.216964 0.011943 0.680396 0.1 0.2 -0.1
C -2.907226 -0.412733 1.855637 -0.1 0.0 0.0
H 4.454161 1.910982 0.325647 0.0 0.0 0.0
C -2.094150 1.277709 -1.357076 0.0 0.1 0.0
N 1.935827 1.220818 1.029270 -0.2 -0.1 0.0
C -3.003957 0.776939 -0.247764 -0.1 0.1 0.0
```
Forces are in eV/Å.

Atomic charges from the natural (NBO) analysis, expressed in e, are listed below: number 1, C, carries -0.087; number 2, H, carries 0.193; number 3, H, carries 0.183; number 4, Sc, carries 1.606; number 5, H, carries 0.208; number 6, H, carries 0.190; number 7, C, carries -0.216; number 8, C, carries 0.201; number 9, H, carries 0.221; number 10, N, carries -0.037; number 11, H, carries 0.192; number 12, C, carries -0.220; number 13, H, carries 0.242; number 14, H, carries 0.228; number 15, C, carries -0.272; number 16, N, carries -0.244; number 17, H, carries 0.208; number 18, H, carries 0.219; number 19, H, carries 0.172; number 20, C, carries -0.214; number 21, H, carries 0.449; number 22, C, carries 0.155; number 23, H, carries 0.214; number 24, H, carries 0.220; number 25, C, carries -0.088; number 26, C, carries -0.224; number 27, H, carries 0.245; number 28, C, carries -0.286; number 29, H, carries 0.224; number 30, C, carries -0.187; number 31, C, carries -0.193; number 32, C, carries -0.236; number 33, C, carries -0.181; number 34, N, carries -0.161; number 35, H, carries 0.230; number 36, C, carries -0.172; number 37, H, carries 0.233; number 38, O, carries -0.579; number 39, S, carries -0.436; number 40, H, carries 0.219; number 41, H, carries 0.285; number 42, C, carries -0.176; number 43, H, carries 0.216; number 44, H, carries 0.220; number 45, H, carries 0.217; number 46, H, carries 0.243; number 47, C, carries -0.204; number 48, H, carries 0.248; number 49, H, carries 0.239; number 50, H, carries 0.228; number 51, S, carries -0.301; number 52, C, carries -0.089; number 53, C, carries -0.247; number 54, C, carries -0.087; number 55, O, carries -0.590; number 56, C, carries -0.261; number 57, C, carries -0.088; number 58, C, carries -0.196; number 59, H, carries 0.211; number 60, H, carries 0.224; number 61, C, carries 0.055; number 62, H, carries 0.227; number 63, H, carries 0.218; number 64, O, carries -0.568; number 65, O, carries -0.602; number 66, C, carries -0.090; number 67, H, carries 0.243; number 68, C, carries -0.130; number 69, N, carries -0.572; number 70, C, carries -0.090